{"formula": "C14H39GaN2O14P3", "method": "the ωB97M-V functional and the def2-TZVPD basis", "homo_lumo_gap_ev": 4.22, "lumo_ev": -0.73, "e_homo_ev": -4.947, "total_charge": -1, "symbols": ["C", "Ga", "C", "C", "O", "C", "N", "O", "C", "N", "H", "H", "H", "H", "H", "H", "H", "H", "H", "H", "H", "H", "C", "O", "P", "O", "O", "C", "O", "C", "H", "H", "H", "H", "H", "H", "H", "H", "H", "C", "O", "P", "O", "O", "C", "O", "C", "H", "H", "H", "H", "H", "H", "H", "H", "H", "C", "O", "P", "O", "O", "C", "O", "C", "H", "H", "H", "H", "H", "H", "H", "H", "H"], "positions_angstrom": [[-0.82957, -0.37707, 1.33474], [-0.36998, 1.63560, 1.54797], [1.65071, 1.95905, 1.37293], [2.21594, 1.95009, -0.08207], [1.80750, 3.07903, -0.87996], [1.91947, 0.62603, -0.88735], [0.68951, 0.76790, -1.71521], [-1.47041, 2.78748, 0.46502], [-2.22550, 2.09368, -0.35804], [-2.58651, 1.58783, -1.32653], [0.06964, -0.84300, 0.85802], [-1.01361, -0.86382, 2.32231], [-1.70174, -0.55882, 0.65376], [-0.74911, 1.98863, 3.09012], [1.85126, 2.98147, 1.80039], [2.16595, 1.17546, 1.97813], [3.34377, 2.02435, 0.00683], [2.62310, 3.39540, -1.29495], [1.91105, -0.29359, -0.24515], [2.75472, 0.47088, -1.63241], [0.69195, 0.06258, -2.46389], [-0.06828, 0.47165, -1.09168], [0.58664, -4.78176, 4.00735], [1.01992, -3.60511, 3.33349], [2.47402, -2.80723, 3.72680], [2.51621, -2.21822, 2.33468], [3.28145, -4.23954, 3.80390], [3.45642, -5.02600, 2.63630], [3.90325, -2.01104, 4.19515], [4.95384, -1.90250, 3.25601], [-0.48279, -4.69988, 4.20654], [0.73441, -5.63574, 3.34444], [1.11983, -4.94970, 4.94216], [2.92911, -4.61608, 1.77332], [3.08303, -6.03474, 2.83254], [4.52226, -5.09893, 2.41360], [4.69633, -1.18948, 2.47286], [5.19979, -2.87062, 2.81662], [5.83181, -1.52769, 3.78541], [3.84082, -4.96073, -2.75941], [2.66780, -4.65480, -2.01184], [1.54154, -3.48864, -2.53189], [0.40719, -4.10268, -1.75544], [1.59897, -4.05475, -4.07393], [1.03686, -5.31539, -4.39574], [0.71525, -2.11628, -3.06291], [-0.64266, -2.23494, -3.45439], [4.68353, -5.05066, -2.07190], [3.70282, -5.93003, -3.24116], [4.06536, -4.20831, -3.51369], [0.67980, -5.85050, -3.51468], [1.79747, -5.92247, -4.89489], [0.21166, -5.16867, -5.09389], [-1.27933, -2.39440, -2.58483], [-0.78182, -3.04153, -4.17636], [-0.93332, -1.29344, -3.92230], [-2.54699, 5.33244, -0.09924], [-3.27802, 6.30533, 0.65808], [-4.55000, 7.19876, -0.01154], [-5.19756, 7.46394, 1.32677], [-5.16038, 5.87001, -0.75124], [-5.76494, 4.83412, 0.00943], [-5.57964, 8.18339, -0.92796], [-6.95456, 8.19479, -0.60776], [-1.48583, 5.43918, 0.12005], [-2.84987, 4.34381, 0.22547], [-2.71008, 5.43086, -1.17155], [-5.67698, 4.99961, 1.08391], [-5.28294, 3.88662, -0.24328], [-6.81876, 4.76053, -0.26506], [-7.12587, 8.71864, 0.33304], [-7.36067, 7.18359, -0.55335], [-7.47420, 8.73612, -1.40067]]}

---

{"formula": "C14H39N12O25", "method": "the ωB97M-V functional and the def2-TZVPD basis", "homo_lumo_gap_ev": 3.59, "relative_energy_ev": 0.301, "lumo_ev": 1.09, "e_homo_ev": -2.497, "total_charge": -1, "symbols": ["C", "O", "C", "C", "O", "N", "O", "H", "H", "H", "H", "H", "H", "C", "N", "O", "O", "H", "H", "H", "C", "N", "O", "O", "H", "H", "H", "C", "N", "O", "O", "H", "H", "H", "C", "N", "O", "O", "H", "H", "H", "C", "N", "O", "O", "H", "H", "H", "C", "N", "O", "O", "H", "H", "H", "C", "N", "O", "O", "H", "H", "H", "C", "N", "O", "O", "H", "H", "H", "C", "N", "O", "O", "H", "H", "H", "C", "N", "O", "O", "H", "H", "H", "C", "N", "O", "O", "H", "H", "H"], "positions_angstrom": [[1.70257, -1.19505, 2.30785], [0.72944, -2.14559, 2.65259], [1.27178, -3.29359, 3.32948], [2.30840, -4.09896, 2.57542], [3.69120, -3.60381, 2.84030], [4.16226, -4.05205, 3.99035], [5.35282, -3.89185, 4.07532], [2.39184, -1.57065, 1.55405], [2.25554, -0.79009, 3.15517], [1.19209, -0.36147, 1.84623], [1.65725, -3.06218, 4.32902], [0.42309, -3.95195, 3.47572], [2.12307, -3.97317, 1.51014], [3.79832, 3.06684, 0.71409], [3.20096, 1.75001, 1.05582], [2.47533, 1.23595, 0.23574], [3.48838, 1.28551, 2.13618], [3.46129, 3.34833, -0.26624], [3.47072, 3.77985, 1.46121], [4.87820, 2.94510, 0.73369], [-0.44688, 3.57434, -0.34179], [0.44374, 4.70045, 0.05196], [1.63955, 4.55833, -0.10541], [-0.07850, 5.69060, 0.50869], [0.17223, 2.77088, -0.72160], [-0.98910, 3.26312, 0.54117], [-1.12148, 3.94266, -1.10286], [-2.79810, 0.01242, -2.27777], [-2.30772, 1.32987, -1.80371], [-2.01777, 2.16851, -2.63533], [-2.22557, 1.48495, -0.60879], [-2.81511, 0.02310, -3.36060], [-2.11523, -0.74339, -1.90796], [-3.79566, -0.12842, -1.86931], [-0.78856, -4.51266, -3.14868], [-1.04597, -3.11446, -2.72255], [-1.67921, -2.93884, -1.70771], [-0.60565, -2.23482, -3.42954], [-1.24081, -5.18168, -2.42739], [-1.23474, -4.63499, -4.13102], [0.28821, -4.65201, -3.18523], [-4.11378, 4.73599, -4.34910], [-5.36388, 4.12134, -3.83437], [-6.34543, 4.15821, -4.54323], [-5.32068, 3.61510, -2.73866], [-4.30768, 5.13915, -5.33680], [-3.82354, 5.51936, -3.65607], [-3.36469, 3.94957, -4.38486], [4.63162, -0.37941, 5.33947], [3.31353, -0.12834, 5.97052], [2.40999, 0.22959, 5.26107], [3.23244, -0.29252, 7.17391], [4.54332, -0.19133, 4.27561], [5.34419, 0.29718, 5.80253], [4.89551, -1.41134, 5.53148], [4.07956, -5.52206, -0.21798], [3.41062, -4.88559, -1.38218], [2.21354, -5.00081, -1.48099], [4.11431, -4.28625, -2.17116], [3.32626, -6.00344, 0.39599], [4.78724, -6.24626, -0.61207], [4.58224, -4.73904, 0.34333], [1.54956, -1.43368, 9.80401], [1.44119, -2.71450, 10.55193], [0.33396, -3.10477, 10.85047], [2.47355, -3.28406, 10.81785], [0.55208, -1.04444, 9.64442], [2.14212, -0.75477, 10.40856], [2.04101, -1.63894, 8.85817], [6.13995, -1.67494, -2.52253], [6.29563, -0.39791, -1.77462], [7.37290, -0.16519, -1.27197], [5.33115, 0.32774, -1.72031], [7.08033, -2.21036, -2.48451], [5.34898, -2.24489, -2.04572], [5.87458, -1.42211, -3.54407], [-7.69620, 1.54635, -2.34728], [-7.90470, 0.24749, -1.65492], [-9.03706, -0.06260, -1.36030], [-6.91929, -0.41687, -1.43309], [-8.65853, 2.02474, -2.48015], [-7.04403, 2.15022, -1.72776], [-7.23113, 1.33454, -3.30423], [-7.92750, 4.97879, -7.79985], [-6.47107, 5.18390, -7.59723], [-6.10886, 6.24578, -7.14500], [-5.74290, 4.26768, -7.89656], [-8.44696, 5.87600, -7.48769], [-8.08504, 4.78204, -8.85560], [-8.22061, 4.12656, -7.19511]]}

---

{"formula": "C14H40BCl2F4O12", "method": "the ωB97M-V functional and the def2-TZVPD basis", "homo_lumo_gap_ev": [9.48, 3.05], "multiplicity": 2, "lumo_ev": [-0.39, -6.82], "e_homo_ev": [-9.873, -9.873], "symbols": ["B", "F", "F", "F", "F", "C", "C", "O", "O", "H", "H", "H", "H", "H", "H", "C", "C", "O", "O", "H", "H", "H", "H", "H", "H", "C", "C", "O", "O", "H", "H", "H", "H", "H", "H", "C", "C", "O", "O", "H", "H", "H", "H", "H", "H", "C", "C", "O", "O", "H", "H", "H", "H", "H", "H", "C", "C", "O", "O", "H", "H", "H", "H", "H", "H", "Cl", "C", "C", "Cl", "H", "H", "H", "H"], "positions_angstrom": [[-0.03008, -0.32333, 0.90393], [-0.50475, -1.52466, 0.42928], [-0.58012, -0.01956, 2.07535], [1.34370, -0.22237, 0.87496], [-0.58207, 0.57891, 0.02400], [0.47022, 1.82331, -3.05071], [0.89045, 2.41374, -4.36209], [0.82502, 3.85796, -4.16224], [1.30562, 2.04082, -1.85532], [0.35534, 0.74711, -3.17999], [-0.56575, 2.13398, -2.91530], [0.14385, 2.08484, -5.08494], [1.90262, 2.16337, -4.67979], [0.07823, 3.99296, -3.57428], [0.87450, 1.48941, -1.19830], [2.60833, 2.96511, 4.13503], [1.98125, 2.07856, 2.95098], [0.88163, 2.66992, 2.37324], [3.09725, 4.25736, 3.68570], [3.46913, 2.41916, 4.52112], [2.00456, 3.12082, 5.02909], [1.71221, 1.10453, 3.35964], [2.77888, 1.85826, 2.24151], [0.72566, 2.08737, 1.62631], [2.39753, 4.68914, 3.19017], [-0.24368, -3.10020, -2.48589], [-1.04548, -3.37423, -3.75516], [-2.03717, -2.38656, -3.92588], [-1.13849, -3.22490, -1.38530], [0.19511, -2.10554, -2.56492], [0.66061, -3.68226, -2.30825], [-1.61193, -4.28516, -3.56165], [-0.37602, -3.54348, -4.59852], [-2.23425, -2.07366, -3.03996], [-0.82647, -2.90352, -0.53620], [-2.18962, 3.28564, 0.17769], [-3.17751, 2.36201, 0.83449], [-4.28640, 2.18845, -0.06601], [-2.78097, 4.53778, -0.33701], [-1.61574, 2.73514, -0.56777], [-1.44764, 3.62129, 0.90219], [-3.48530, 2.80041, 1.78379], [-2.70869, 1.39945, 1.03893], [-4.92024, 2.88044, 0.13645], [-3.16209, 4.97749, 0.42654], [1.43344, -3.91516, 2.62966], [2.68689, -3.16996, 3.08315], [2.48482, -1.75947, 3.34126], [0.98943, -3.49347, 1.32610], [0.62682, -3.91371, 3.36278], [1.74606, -4.94417, 2.45212], [3.43136, -3.32145, 2.30153], [3.14470, -3.52359, 4.00698], [2.13214, -1.42921, 2.51172], [0.72511, -2.57058, 1.32459], [-4.78400, -1.08328, 1.06515], [-3.65141, -1.68484, 0.23557], [-2.95613, -0.57388, -0.37502], [-5.61146, -0.28614, 0.34017], [-4.42968, -0.56449, 1.95590], [-5.35066, -1.93866, 1.43300], [-3.96571, -2.41573, -0.50949], [-2.99396, -2.10243, 0.99812], [-2.01317, -0.71451, -0.26260], [-6.26940, -0.05307, 0.99926], [4.26198, -2.70221, -2.06809], [3.79053, -1.22368, -1.13671], [4.39350, 0.01347, -1.80347], [6.07873, 0.05804, -1.56671], [4.19434, -1.24031, -0.12440], [2.71483, -1.06006, -1.07186], [4.00992, 0.80660, -1.16168], [4.02975, 0.21062, -2.81191]]}

---

Computed molar mass, in the same sequence as the records: 622.1, 775.5, 558.2 Da.
Computed strongest force on any atom, in the same sequence as the records: 0.17843, 0.02643, 0.06608 hartree/bohr.